(1)
A cluster of 2 separate species, C26H55N4O4PS2 in total, computed with ωB97M-V/def2-TZVPD.

HOMO (eV): -7.6
Largest force on an atom (eV/Å): 3.33
SMILES string: CCCN[C@H](O[C@H](CCCN)[C@@H](CSCC)OCCCCCCCCSc1nnco1)P(C)CC.CO
Gap between HOMO and LUMO (eV): 8.13
Multiplicity: 1

Atoms and positions in Å:
C: -0.261 -8.485 3.134
C: -0.203 -6.920 3.003
C: -1.217 -6.360 1.908
N: -0.523 -5.883 0.689
C: 0.069 -4.549 0.880
O: -0.687 -3.532 0.197
C: -0.488 -2.261 0.880
C: -1.525 -2.169 2.059
C: -0.759 -1.979 3.428
C: -1.753 -2.203 4.655
N: -1.712 -3.588 5.178
C: -0.434 -1.029 -0.097
C: -0.576 -1.420 -1.629
S: -2.318 -1.384 -2.218
C: -2.253 -1.097 -4.044
C: -2.219 0.450 -4.378
O: -1.382 -0.001 0.152
C: -0.932 0.942 1.131
C: -0.063 2.116 0.536
C: -0.869 3.468 0.607
C: -0.487 4.420 -0.600
C: 0.768 5.312 -0.327
C: 0.591 6.341 0.855
C: 0.982 7.821 0.481
C: 2.520 8.088 0.369
S: 3.325 7.472 -1.166
C: 2.794 8.491 -2.542
N: 3.566 8.901 -3.556
N: 2.864 9.621 -4.456
C: 1.622 9.657 -3.960
O: 1.532 8.996 -2.782
P: 1.889 -4.627 0.298
C: 2.064 -3.992 -1.458
C: 2.372 -6.455 0.165
C: 3.935 -6.615 0.305
H: -0.123 -8.736 4.219
H: -1.269 -8.893 2.864
H: 0.563 -9.010 2.592
H: 0.836 -6.547 2.821
H: -0.538 -6.480 3.981
H: -1.830 -5.560 2.408
H: -1.865 -7.221 1.604
H: -1.187 -5.881 -0.086
H: 0.120 -4.362 1.985
H: 0.530 -2.347 1.354
H: -2.356 -1.446 1.914
H: -2.004 -3.185 2.136
H: -0.356 -0.940 3.539
H: 0.116 -2.680 3.508
H: -2.774 -1.889 4.320
H: -1.449 -1.498 5.468
H: -0.822 -4.020 4.917
H: -2.470 -4.095 4.714
H: 0.585 -0.555 -0.019
H: -0.038 -0.603 -2.185
H: -0.048 -2.362 -1.884
H: -3.120 -1.581 -4.559
H: -1.333 -1.531 -4.506
H: -3.030 0.978 -3.828
H: -1.224 0.876 -4.101
H: -2.337 0.613 -5.480
H: -0.296 0.390 1.876
H: -1.837 1.335 1.664
H: 0.820 2.225 1.224
H: 0.331 1.889 -0.486
H: -1.964 3.243 0.518
H: -0.697 3.988 1.586
H: -0.228 3.745 -1.452
H: -1.353 5.052 -0.921
H: 0.937 5.926 -1.252
H: 1.715 4.728 -0.190
H: -0.487 6.380 1.176
H: 1.180 6.063 1.772
H: 0.611 8.467 1.324
H: 0.416 8.119 -0.433
H: 3.102 7.705 1.241
H: 2.663 9.202 0.374
H: 0.719 10.138 -4.372
H: 3.104 -4.269 -1.780
H: 2.006 -2.884 -1.532
H: 1.324 -4.521 -2.107
H: 2.007 -6.795 -0.836
H: 1.869 -7.065 0.946
H: 4.179 -7.709 0.311
H: 4.434 -6.089 -0.548
H: 4.239 -6.154 1.275
C: -2.164 5.004 -4.090
O: -1.528 3.789 -3.716
H: -2.864 5.286 -3.305
H: -1.419 5.796 -4.209
H: -2.711 4.867 -5.027
H: -0.915 3.559 -4.422



(2)
A structure of composition C34H35F5MnN4O4S2, computed with ωB97M-V/def2-TZVPD.

HOMO (alpha / beta) (eV): -1.8 / -1.7
Energy above the lowest of the compared OMol25 structures with the same formula, charge and spin (eV): 0.556
Largest force on an atom (eV/Å): 0.57
Total charge: -2
Gap between HOMO and LUMO (alpha / beta) (eV): 5.97 / 5.80
Multiplicity: 2

Atoms and positions in Å:
Mn: 1.043 0.264 0.239
C: 0.161 0.854 4.363
C: 0.319 0.906 2.879
N: 0.876 -0.031 2.183
O: 1.338 -1.123 2.936
C: -0.156 2.011 2.086
C: -0.884 3.189 2.639
N: 0.061 1.821 0.808
O: -0.329 2.701 -0.065
H: 0.062 -0.175 4.700
H: -0.714 1.426 4.668
H: 1.039 1.286 4.853
H: 1.330 -1.832 2.274
H: -0.297 3.703 3.406
H: -1.843 2.896 3.078
H: -1.082 3.881 1.823
O: -6.100 -5.682 2.476
C: -6.705 -4.571 1.953
O: -7.895 -4.622 1.746
C: -5.840 -3.409 1.705
C: -6.435 -2.181 1.394
C: -5.679 -1.052 1.178
C: -4.263 -1.060 1.259
S: -3.295 0.334 1.012
C: -3.677 -2.322 1.543
C: -4.436 -3.447 1.760
H: -5.175 -5.470 2.650
H: -7.516 -2.135 1.332
H: -6.164 -0.112 0.947
H: -2.595 -2.381 1.565
H: -3.896 -4.375 1.934
N: 0.099 0.320 -1.499
S: -1.181 1.225 -1.889
C: -0.563 2.518 -2.977
C: -1.457 3.288 -3.706
C: -0.977 4.317 -4.503
C: 0.389 4.573 -4.556
C: 1.269 3.801 -3.811
C: 0.796 2.765 -3.016
C: -1.991 0.198 -3.107
C: -3.167 -0.396 -2.666
C: -3.838 -1.273 -3.512
C: -3.335 -1.541 -4.775
C: -2.154 -0.942 -5.204
C: -1.474 -0.073 -4.368
H: 0.169 -0.485 -2.116
H: -2.520 3.085 -3.651
H: -1.669 4.920 -5.078
H: 0.763 5.381 -5.173
H: 2.332 4.007 -3.832
H: 1.459 2.157 -2.412
H: -3.522 -0.192 -1.659
H: -4.746 -1.752 -3.168
H: -3.857 -2.228 -5.430
H: -1.760 -1.163 -6.188
H: -0.550 0.395 -4.687
C: 4.664 -0.100 3.231
N: 5.140 -0.817 2.058
C: 5.317 -2.219 2.371
C: 4.207 -0.670 0.931
C: 4.051 0.766 0.485
C: 5.225 1.501 0.299
C: 5.183 2.838 -0.058
C: 3.942 3.441 -0.222
C: 2.779 2.702 -0.049
C: 2.777 1.333 0.291
H: 5.396 -0.199 4.038
H: 3.693 -0.479 3.585
H: 4.546 0.957 2.996
H: 6.059 -2.334 3.166
H: 5.669 -2.755 1.488
H: 4.383 -2.705 2.703
H: 3.224 -1.082 1.187
H: 4.595 -1.288 0.115
H: 6.178 1.010 0.469
H: 6.101 3.401 -0.197
H: 3.878 4.494 -0.483
H: 1.828 3.203 -0.199
F: 0.283 -2.328 0.354
C: 0.964 -2.681 -0.861
F: 1.945 -1.601 -0.937
C: 1.835 -3.838 -0.387
F: 1.076 -4.924 -0.128
F: 2.566 -3.627 0.749
F: 2.727 -4.193 -1.334



(3)
An isolated molecule of C5H7N, computed with ωB97M-V/def2-TZVPD.

HOMO (eV): -9.3
Energy above the lowest of the compared OMol25 structures with the same formula, charge and spin (eV): 0.933
Largest force on an atom (eV/Å): 0.39
SMILES string: C1=CCN=CC1
Gap between HOMO and LUMO (eV): 10.38
Multiplicity: 1

Atoms and positions in Å:
C: 0.708 0.228 -1.177
C: -0.350 1.085 -0.545
C: 0.919 -1.060 -0.419
N: 0.387 -1.417 0.673
C: -0.553 -0.524 1.335
C: -0.923 0.736 0.602
H: 1.667 0.764 -1.236
H: 0.450 -0.013 -2.218
H: -0.641 1.999 -1.060
H: 1.616 -1.771 -0.876
H: -0.127 -0.279 2.319
H: -1.457 -1.109 1.553
H: -1.696 1.360 1.049